# C10H9FN2OS

A 2-piece molecular cluster, C10H9FN2OS overall (ωB97M-V/def2-TZVPD, the OMol25 dataset).

LUMO	0.0180	Eh
HOMO	-7.219	eV
F_max	5.1	eV/A
structure (SMILES)	O=C1NN/C(=C2\CC=CC=C2F)S1.C#C
energy relative to the best compared isomer or geometry (same formula, charge and spin)	211.8	kJ/mol
Kohn-Sham gap	7.71	eV

Structure (XYZ):
```
24
Properties=species:S:1:pos:R:3:forces:R:3
S -1.749132 1.558733 -1.048834 -0.109 0.179 -0.770
F -0.140822 0.325511 -2.874923 -0.231 -0.035 0.102
O -3.657315 2.604760 0.454274 -3.177 1.262 0.123
N -0.525731 1.306962 1.233750 0.835 0.255 1.060
N -1.812735 1.698490 1.462514 -3.170 1.387 1.478
C 1.819883 -0.837690 -2.454992 -0.153 0.010 1.771
C 0.619798 0.332006 -0.630624 2.737 -0.472 0.980
C -0.352077 1.071025 -0.096294 -0.851 -0.913 -1.740
C 2.833431 -1.223963 -1.449125 -0.125 -1.287 -1.379
C 1.777180 -0.110181 0.341182 -4.408 0.741 2.422
C -2.362771 -1.379323 0.695178 -0.449 -1.270 -1.588
C 2.806186 -0.943303 -0.171148 2.141 0.170 0.276
C -2.306628 -1.525726 1.873907 -0.258 1.340 2.445
C -2.649744 2.026979 0.379459 4.243 -1.301 1.487
C 0.789619 -0.085835 -1.980716 0.807 -0.541 -1.770
H 2.069662 0.813468 0.891318 0.180 -0.725 -0.071
H 1.877640 -1.303924 -3.435059 -0.235 0.598 0.077
H -2.453234 -1.213985 2.903027 0.395 -0.693 -0.447
H 3.658105 -1.264385 0.472050 -1.003 0.182 -0.389
H 1.179964 -0.796571 1.100339 1.059 1.290 -0.611
H 3.583550 -1.950943 -1.676142 0.471 -0.143 -0.945
H -2.622305 -1.676519 -0.292135 0.342 0.460 -0.420
H -0.292686 0.557201 1.883431 0.312 -0.293 -0.563
H -2.089838 2.017212 2.419565 0.647 -0.203 -1.526
```
Positions in Å, forces in eV/Å.